Computed, not measured: a molecular structure, C43H40FN2O4PdSb, with ωB97M-V/def2-TZVPD.

```
92
Properties=species:S:1:pos:R:3:forces:R:3:lowdin_charge:R:1
Pd -0.44042 -0.50228 0.01033 -0.2 -0.4 0.2 0.7656
C -0.65152 -4.30211 2.66199 0.0 0.0 0.0 -0.0650
C 0.57599 -3.42155 2.41979 0.0 0.1 0.0 -0.3659
C 1.85619 -4.20180 2.74077 -0.1 0.0 0.0 -0.0459
C 0.51362 -2.12461 3.21258 0.0 0.0 0.1 -0.1315
C 0.20996 -2.18495 4.56633 0.0 -0.1 0.0 -0.0346
C 0.14393 -1.03836 5.33533 0.0 0.0 0.0 -0.0696
C 0.39158 0.18521 4.74457 0.0 0.1 0.0 -0.0421
C 0.72403 0.30546 3.39588 -0.1 0.0 0.1 -0.1396
C 0.93642 1.72208 2.88400 0.0 -0.1 0.0 -0.3537
C 2.18446 1.93113 2.03196 0.0 0.0 -0.1 -0.0562
C -0.32555 2.25415 2.20098 0.0 0.0 0.0 -0.0576
C 0.78714 -0.86751 2.63062 -0.2 -0.2 -0.6 -0.1910
N 1.12237 -0.88862 1.23622 -0.8 0.7 0.1 -0.0852
C 2.40166 -1.23100 0.91523 0.4 -0.2 -0.4 -0.2683
C 3.49271 -1.10020 1.80205 -0.3 0.1 -0.2 -0.0377
C 4.76397 -1.50030 1.44727 0.1 -0.2 -0.3 -0.0938
C 5.00746 -2.06138 0.19766 0.1 0.0 0.0 -0.1010
C 3.95235 -2.24265 -0.68843 0.1 0.1 0.1 -0.0335
C 2.68966 -1.84378 -0.31887 0.6 0.3 0.6 -0.2643
F 1.67921 -2.09878 -1.16143 -0.6 -0.1 -0.5 0.0183
H -0.62300 -5.16207 1.99080 0.0 0.0 0.0 0.0803
H -1.56989 -3.74519 2.47232 0.0 0.0 0.0 0.0647
H -0.67514 -4.68839 3.68231 0.0 0.0 0.0 0.0706
H 0.58432 -3.16680 1.35858 0.0 0.0 0.0 0.1158
H 1.88184 -4.47048 3.79972 0.0 0.0 0.0 0.0807
H 2.75193 -3.62371 2.52134 0.0 0.0 0.0 0.0655
H 1.89528 -5.12494 2.15889 0.0 0.0 0.0 0.0805
H 0.01674 -3.14649 5.02354 0.0 0.0 0.0 0.1079
H -0.09727 -1.09729 6.38879 0.0 0.0 0.0 0.1023
H 0.33823 1.08733 5.34230 0.0 0.0 0.0 0.1097
H 1.07387 2.32624 3.78555 0.0 0.0 0.0 0.1243
H 2.11862 1.41736 1.07434 0.0 0.0 0.1 0.0469
H 3.07751 1.57696 2.54767 0.0 0.0 0.0 0.0805
H 2.31648 2.99479 1.82305 0.0 0.0 0.0 0.0737
H -0.55147 1.69157 1.28868 0.0 0.0 0.0 0.0277
H -0.19697 3.30387 1.92992 0.0 0.0 0.0 0.0718
H -1.18807 2.16861 2.86326 0.0 0.0 0.0 0.0852
H 3.30477 -0.68665 2.78242 0.0 0.0 0.0 0.1124
H 5.57572 -1.37917 2.15208 0.0 0.0 0.0 0.1027
H 6.00401 -2.37645 -0.07881 0.0 0.0 0.0 0.0959
H 4.08819 -2.71892 -1.64990 0.0 0.0 0.0 0.1159
O -2.06940 -1.48167 1.21702 0.2 0.1 -0.4 -0.0295
C -2.82328 -1.31332 0.22589 0.1 -0.1 0.1 -0.5734
O -2.39225 -0.76788 -0.84540 0.5 0.2 0.3 -0.1401
C -4.24696 -1.75554 0.28998 -0.2 -0.1 0.0 -0.1156
C -4.75176 -2.25029 1.49003 0.2 0.1 -0.1 0.0125
C -6.07036 -2.65452 1.57231 -0.2 -0.1 -0.1 0.0189
C -6.85765 -2.56446 0.43490 0.2 -0.1 0.0 -0.1358
C -6.37835 -2.08334 -0.77285 -0.1 -0.1 0.1 0.0148
C -5.06031 -1.67307 -0.83820 0.2 0.1 0.1 0.0079
N -8.26450 -2.99685 0.51350 -0.4 0.6 0.2 -0.3506
O -8.68074 -3.37004 1.59255 0.1 -0.2 -0.1 0.0792
O -8.95027 -2.86928 -0.48170 0.1 -0.2 0.0 0.0775
H -4.09511 -2.30675 2.34658 0.0 0.0 0.0 0.1220
H -6.49586 -3.03671 2.48807 0.0 0.0 0.0 0.1219
H -7.03589 -2.03741 -1.62824 0.0 0.0 0.0 0.1208
H -4.64155 -1.28681 -1.75713 0.0 0.0 0.0 0.1205
C 3.42159 4.84727 -0.41407 0.0 0.0 0.0 -0.0830
C 3.94350 3.70129 -0.99686 0.0 0.0 0.0 -0.0736
C 3.09477 2.68851 -1.42322 0.0 0.0 0.0 -0.1152
C 1.71770 2.81112 -1.26563 0.0 0.0 0.1 -0.3781
C 1.20105 3.96386 -0.67997 -0.1 0.0 0.0 -0.1518
C 2.04847 4.98083 -0.26287 0.0 0.0 0.0 -0.0858
Sb 0.40448 1.22525 -1.80797 0.2 -0.1 0.2 1.6017
C -1.15718 2.42029 -2.60461 -0.2 -0.1 0.2 -0.3807
C -0.87234 3.59013 -3.30800 0.1 0.0 0.0 -0.1387
C -1.90019 4.35225 -3.84298 0.0 0.0 0.0 -0.0778
C -3.21986 3.95212 -3.67732 0.0 0.0 0.0 -0.0810
C -3.50823 2.78986 -2.97893 0.0 0.0 0.0 -0.0757
C -2.48164 2.02228 -2.44003 0.0 0.1 0.0 -0.1133
C 1.32479 0.65803 -3.64373 0.0 -0.1 0.0 -0.3463
C 0.71982 0.97987 -4.85558 0.0 0.0 0.0 -0.1158
C 1.32798 0.63801 -6.05673 0.0 0.0 0.0 -0.0783
C 2.54548 -0.02529 -6.05760 0.0 0.0 0.0 -0.0825
C 3.15423 -0.34968 -4.85386 0.0 0.0 0.0 -0.0761
C 2.54378 -0.01605 -3.65304 0.0 0.0 0.1 -0.1366
H 4.08353 5.63636 -0.08137 0.0 0.0 0.0 0.1045
H 5.01354 3.59447 -1.12134 0.0 0.0 0.0 0.1064
H 3.51919 1.80404 -1.88258 0.0 0.0 0.0 0.0878
H 0.13024 4.07920 -0.55256 0.0 0.0 0.0 0.0995
H 1.63510 5.87503 0.18653 0.0 0.0 0.0 0.1071
H 0.15504 3.90879 -3.44388 0.0 0.0 0.0 0.1069
H -1.67080 5.25849 -4.38891 0.0 0.0 0.0 0.1056
H -4.02181 4.54895 -4.09251 0.0 0.0 0.0 0.1043
H -4.53640 2.47722 -2.84771 0.0 0.0 0.0 0.1050
H -2.71578 1.11859 -1.89211 0.0 0.0 0.0 0.0663
H -0.22988 1.49786 -4.87104 0.0 0.0 0.0 0.0879
H 0.84577 0.89032 -6.99250 0.0 0.0 0.0 0.1053
H 3.01854 -0.29076 -6.99395 0.0 0.0 0.0 0.1042
H 4.10548 -0.86689 -4.84843 0.0 0.0 0.0 0.1063
H 3.03339 -0.28201 -2.72368 0.0 -0.1 0.0 0.0780
```
Forces are in eV/Å.

Charge ... 0
E_LUMO (alpha / beta) ... -1.26 / -1.26 eV
Electronic energy ... -69142.674 eV
HOMO-LUMO gap (alpha / beta) ... 0.220 / 0.220 Eh